Record 1
The following is a DFT calculation (ωB97M-V/def2-TZVPD) of a molecular structure, C6H7CeLiO6.

```
! wB97M-V def2-TZVPD RIJCOSX def2/J DEFGRID3
* xyz 2 3
Li 0.23957 -0.42190 2.10271
O 1.61048 -0.36393 0.66967
O 0.66339 -1.50146 -1.00902
C 0.08984 -2.53546 -0.16351
C -1.29285 -2.12902 0.31060
O -1.26886 -0.97199 1.08542
C 1.27726 -0.48202 -0.49301
H 0.04226 -3.42873 -0.79501
H 0.78474 -2.71928 0.66649
H -1.69810 -2.97222 0.89854
H -1.94727 -2.03909 -0.57437
Ce -2.21351 0.86716 0.97420
O -0.52420 1.56049 2.09113
O -0.58602 2.11910 0.00358
C 0.14140 2.32279 -1.15095
C 0.91546 1.26747 -1.68363
O 0.86808 3.21558 1.39512
C -0.01617 2.41343 1.29378
H 0.30187 3.37966 -1.35455
H 0.63235 0.91692 -2.68144
H 1.98027 1.50251 -1.58574
*
```

Results
gap between HOMO and LUMO (alpha / beta)	7.27 / 8.55	eV
HOMO level (alpha / beta)	-15.8445 / -17.0894	eV
relative energy (zero: lowest compared OMol25 entry of this formula, charge and spin)	336.42	kJ/mol
lowest unoccupied orbital energy (alpha / beta)	-8.575 / -8.535	eV
<S²>	2.0044
calculated total energy	-1166.30315	Ha

Population analysis type Mulliken, resulting atomic charges in e: atom 1 (Li): 0.88, atom 2 (O): -0.66, atom 3 (O): -0.33, atom 4 (C): -0.61, atom 5 (C): -0.37, atom 6 (O): -0.52, atom 7 (C): 0.63, atom 8 (H): 0.37, atom 9 (H): 0.38, atom 10 (H): 0.36, atom 11 (H): 0.36, atom 12 (Ce): 1.68, atom 13 (O): -0.71, atom 14 (O): -0.29, atom 15 (C): -0.21, atom 16 (C): -0.56, atom 17 (O): -0.40, atom 18 (C): 0.82, atom 19 (H): 0.44, atom 20 (H): 0.38, atom 21 (H): 0.37

***

Record 2
The following is a DFT calculation (ωB97M-V/def2-TZVPD) of a single C17H23N3O8S molecule.

```
! wB97M-V def2-TZVPD RIJCOSX def2/J DEFGRID3
* xyz 0 1
C -6.08176 -2.07726 -0.20525
O -5.08685 -2.72412 0.55997
C -4.13020 -3.42480 -0.18574
C -3.22830 -2.53248 -1.06187
N -2.62710 -1.47439 -0.29825
C -3.01273 -0.19884 -0.37581
O -3.87389 0.24576 -1.11597
C -2.22782 0.70156 0.57515
O -1.46158 0.25460 1.41226
N -2.55176 1.99167 0.40804
H -3.14040 2.16251 -0.40069
C -1.76404 3.07146 0.93040
H -1.35296 2.75158 1.89059
H -2.38776 3.95844 1.06062
C -0.60215 3.41970 -0.03042
N 0.47315 2.44711 0.12985
S 0.69001 1.40966 -1.18127
O 1.32587 2.10286 -2.26638
O -0.58358 0.80253 -1.43692
C 1.82697 0.22989 -0.48287
C 3.06205 0.06443 -1.07364
C 3.96305 -0.84614 -0.53494
C 3.58873 -1.59939 0.58784
C 2.34550 -1.39218 1.18008
C 1.46046 -0.47318 0.65044
H 0.49391 -0.29648 1.09435
H 2.09653 -1.97256 2.05369
O 4.41125 -2.54575 1.12758
C 5.49047 -2.90603 0.29040
C 6.13003 -1.65551 -0.30899
H 6.96925 -1.90886 -0.95770
O 5.19409 -0.97089 -1.11497
H 6.47435 -1.00026 0.50246
H 6.19583 -3.45506 0.91537
H 5.13215 -3.55374 -0.52057
H 3.32693 0.63743 -1.94667
C 1.67270 3.16977 0.51818
H 2.32215 3.30942 -0.35410
C 1.10141 4.50362 1.00510
H 0.83799 4.44750 2.06940
O -0.05726 4.68671 0.21870
H 1.76085 5.35295 0.83001
H 2.20515 2.62151 1.29625
H -0.98077 3.40542 -1.06302
H -1.93802 -1.68995 0.40978
H -3.81491 -2.05536 -1.85020
H -2.45285 -3.15414 -1.51788
H -4.61352 -4.17196 -0.83586
H -3.52076 -3.94352 0.55965
H -6.83774 -1.74795 0.50494
H -5.68706 -1.20668 -0.73734
H -6.53507 -2.77063 -0.92383
*
```

Results
gap between HOMO and LUMO	9.45	eV
HOMO level	-8.8831	eV
relative energy (zero: lowest compared OMol25 entry of this formula, charge and spin)	197.52	kJ/mol
lowest unoccupied orbital energy	0.570	eV
calculated total energy	-1825.96675	Ha

Population analysis type Mulliken, resulting atomic charges in e: atom 1 (C): -0.55, atom 2 (O): -0.36, atom 3 (C): -0.47, atom 4 (C): -0.89, atom 5 (N): 0.09, atom 6 (C): 0.66, atom 7 (O): -0.76, atom 8 (C): 0.24, atom 9 (O): -0.77, atom 10 (N): 0.02, atom 11 (H): 0.27, atom 12 (C): -0.93, atom 13 (H): 0.30, atom 14 (H): 0.38, atom 15 (C): 0.01, atom 16 (N): 0.34, atom 17 (S): 1.17, atom 18 (O): -0.69, atom 19 (O): -0.57, atom 20 (C): -0.32, atom 21 (C): -0.39, atom 22 (C): 0.37, atom 23 (C): 0.71, atom 24 (C): -1.38, atom 25 (C): -0.44, atom 26 (H): 0.86, atom 27 (H): 0.47, atom 28 (O): -0.46, atom 29 (C): -0.44, atom 30 (C): -0.45, atom 31 (H): 0.34, atom 32 (O): -0.46, atom 33 (H): 0.29, atom 34 (H): 0.34, atom 35 (H): 0.29, atom 36 (H): 0.58, atom 37 (C): -0.55, atom 38 (H): 0.40, atom 39 (C): -0.57, atom 40 (H): 0.29, atom 41 (O): -0.48, atom 42 (H): 0.35, atom 43 (H): 0.31, atom 44 (H): 0.40, atom 45 (H): 0.23, atom 46 (H): 0.38, atom 47 (H): 0.39, atom 48 (H): 0.36, atom 49 (H): 0.34, atom 50 (H): 0.23, atom 51 (H): 0.19, atom 52 (H): 0.30

***

Record 3
The following is a DFT calculation (ωB97M-V/def2-TZVPD) of a single C20H24N2O3 molecule.

```
! wB97M-V def2-TZVPD RIJCOSX def2/J DEFGRID3
* xyz 0 1
C -6.85598 3.07630 -4.68893
C -6.25659 2.93785 -3.32240
C -5.09468 2.18868 -3.16007
C -4.52414 2.04155 -1.90582
C -5.11804 2.64825 -0.79995
C -6.26894 3.38973 -0.96205
C -6.83894 3.53614 -2.21661
H -7.74034 4.11882 -2.33355
H -6.72689 3.85833 -0.10397
H -4.66254 2.52512 0.16991
O -3.38253 1.32577 -1.64458
C -2.73267 0.67305 -2.70817
C -1.49383 -0.08256 -2.21412
O -0.80427 -0.70371 -2.99141
N -1.29534 0.03814 -0.88212
C -0.28686 -0.50638 -0.08695
C 0.69409 -1.35630 -0.59104
C 1.67018 -1.85819 0.24834
C 1.68852 -1.52813 1.60007
C 0.68906 -0.69744 2.10151
C -0.28368 -0.18585 1.27061
H -1.05130 0.46309 1.66798
H 0.69471 -0.46552 3.15565
C 2.70398 -2.04824 2.56210
O 2.45915 -2.19937 3.74442
N 3.91007 -2.34211 2.01958
H 4.09482 -2.09255 1.06237
C 5.02485 -2.79091 2.81792
H 4.60160 -3.15679 3.75633
H 5.52245 -3.61852 2.30179
C 6.04049 -1.67733 3.11436
C 7.09506 -2.19709 4.08701
H 7.81008 -1.41387 4.32696
H 7.63611 -3.03320 3.64848
H 6.63093 -2.53333 5.01066
C 6.69865 -1.17382 1.83144
H 5.96725 -0.72486 1.16277
H 7.19185 -1.99273 1.31064
H 7.44606 -0.41876 2.06363
H 5.50151 -0.84857 3.58527
H 2.40159 -2.53985 -0.16121
H 0.68240 -1.61949 -1.63542
H -1.97726 0.61027 -0.39687
H -2.39888 1.38818 -3.47264
H -3.39331 -0.05998 -3.19118
H -4.65230 1.72869 -4.03033
H -7.18539 2.10509 -5.05697
H -7.71068 3.74707 -4.67236
H -6.12010 3.46532 -5.39107
*
```

Results
gap between HOMO and LUMO	9.32	eV
HOMO level	-8.6812	eV
relative energy (zero: lowest compared OMol25 entry of this formula, charge and spin)	75.31	kJ/mol
lowest unoccupied orbital energy	0.642	eV
calculated total energy	-1111.79919	Ha

Population analysis type Mulliken, resulting atomic charges in e: atom 1 (C): -1.42, atom 2 (C): 0.53, atom 3 (C): -0.24, atom 4 (C): 0.63, atom 5 (C): -0.76, atom 6 (C): -0.61, atom 7 (C): -0.72, atom 8 (H): 0.34, atom 9 (H): 0.37, atom 10 (H): 0.44, atom 11 (O): -0.16, atom 12 (C): -0.16, atom 13 (C): 0.10, atom 14 (O): -0.68, atom 15 (N): -0.07, atom 16 (C): 0.99, atom 17 (C): -0.62, atom 18 (C): -0.78, atom 19 (C): 0.46, atom 20 (C): -0.96, atom 21 (C): -0.55, atom 22 (H): 0.37, atom 23 (H): 0.44, atom 24 (C): 0.39, atom 25 (O): -0.66, atom 26 (N): -0.06, atom 27 (H): 0.28, atom 28 (C): -1.21, atom 29 (H): 0.42, atom 30 (H): 0.36, atom 31 (C): 0.96, atom 32 (C): -1.55, atom 33 (H): 0.41, atom 34 (H): 0.34, atom 35 (H): 0.39, atom 36 (C): -1.48, atom 37 (H): 0.36, atom 38 (H): 0.31, atom 39 (H): 0.43, atom 40 (H): 0.18, atom 41 (H): 0.43, atom 42 (H): 0.55, atom 43 (H): 0.05, atom 44 (H): 0.37, atom 45 (H): 0.38, atom 46 (H): 0.45, atom 47 (H): 0.31, atom 48 (H): 0.37, atom 49 (H): 0.33

***

Record 4
The following is a DFT calculation (ωB97M-V/def2-TZVPD) of a single C3H5N3O molecule.

```
! wB97M-V def2-TZVPD RIJCOSX def2/J DEFGRID3
* xyz 0 1
C -0.47724 -0.06505 -0.21097
C -1.20968 1.95531 0.84997
C 0.63848 -0.97022 -0.53314
N -1.91055 -0.26863 1.57313
N -0.31531 1.20777 0.03921
N -1.99137 0.97705 1.49185
O -1.25925 3.15231 0.88788
H 0.80642 -0.73155 -1.58669
H 0.23836 -2.05925 -0.30660
H 1.54856 -0.67599 -0.08570
H 0.59782 1.54730 -0.17569
H -2.88637 1.35876 1.87606
*
```

Results
gap between HOMO and LUMO (alpha / beta)	7.14 / 7.49	eV
HOMO level (alpha / beta)	-7.3327 / -7.4368	eV
relative energy (zero: lowest compared OMol25 entry of this formula, charge and spin)	601.87	kJ/mol
lowest unoccupied orbital energy (alpha / beta)	-0.188 / 0.058	eV
calculated total energy	-356.62813	Ha

Population analysis type Mulliken, resulting atomic charges in e: atom 1 (C): -0.09, atom 2 (C): 0.40, atom 3 (C): -0.86, atom 4 (N): -0.70, atom 5 (N): -0.02, atom 6 (N): 0.33, atom 7 (O): -0.54, atom 8 (H): 0.29, atom 9 (H): 0.24, atom 10 (H): 0.38, atom 11 (H): 0.26, atom 12 (H): 0.30